[1]
Molecular formula: C11H14N2
Method: DFT, ωB97M-V/def2-TZVPD

Geometry as XYZ:
```
27
Properties=species:S:1:pos:R:3:forces:R:3:nbo_charge:R:1
C -1.3725 -0.5577 2.8511 0.793 -2.190 0.919 -0.661
C -2.5942 -0.4696 1.9410 -0.581 -2.361 -1.848 0.082
C -3.4978 0.5266 1.5974 1.443 -1.607 -0.289 -0.115
N -4.0445 0.1139 0.3937 0.017 -0.996 1.215 -0.529
C -3.6887 -1.1881 0.1023 1.590 2.276 1.893 0.163
N -2.7524 -1.5622 0.9301 0.057 1.396 1.903 -0.451
H -0.5747 -1.2896 2.4409 -1.740 0.868 0.256 0.244
H -1.3721 -0.8630 4.0180 -0.729 1.134 -2.711 0.228
H -0.9222 0.3721 2.6344 0.897 1.303 0.830 0.221
H -3.8464 1.4463 2.0540 0.433 -0.151 -0.101 0.221
H -4.7426 0.6645 0.0188 -1.745 0.759 -1.276 0.398
H -4.0311 -1.7274 -0.7333 -0.393 -0.414 -0.826 0.200
C 2.2662 -0.9493 -3.0986 1.619 1.443 -0.295 -0.638
C 2.2625 0.0006 -1.8642 1.952 -3.521 -1.240 0.001
C 1.1097 0.0975 -1.1826 -2.903 1.808 0.257 -0.228
C 1.0090 0.9488 -0.1202 1.214 0.232 0.809 -0.185
C 2.1527 1.4370 0.5411 -2.460 0.104 0.371 -0.238
C 3.3341 1.1471 0.0057 4.147 -0.507 -1.435 -0.189
C 3.4154 0.4415 -1.2480 -4.853 2.263 3.617 -0.215
H 2.5922 -0.2577 -3.9212 -0.988 -0.758 0.040 0.218
H 1.2759 -1.4346 -3.2376 0.886 0.419 -0.145 0.223
H 3.1298 -1.6717 -3.1288 -1.089 0.348 0.577 0.220
H 0.1112 -0.1800 -1.5348 0.645 -0.542 -0.475 0.210
H 0.0229 1.2393 0.0725 -1.235 0.377 1.235 0.206
H 2.1134 1.9724 1.4661 -0.335 0.419 0.300 0.212
H 4.3285 1.4955 0.5298 -2.061 -0.829 -1.163 0.209
H 4.3156 0.2478 -1.5275 5.420 -1.276 -2.418 0.193
```
Forces are in eV/Å.

## Properties
- LUMO level (eV) = 0.9
- relative energy (zero: lowest compared OMol25 entry of this formula, charge and spin) (eV) = 2.570

=====

[2]
Molecular formula: C11H14N2
Method: DFT, ωB97M-V/def2-TZVPD

Geometry as XYZ:
```
27
Properties=species:S:1:pos:R:3:forces:R:3:nbo_charge:R:1
C 1.6114 0.1767 1.7366 -1.506 -1.601 0.840 -0.620
C 1.6571 3.5400 0.1617 -0.121 1.413 -0.947 -0.197
C 0.9986 3.3887 -1.0450 -1.899 -1.018 0.075 -0.200
C 1.9916 2.4557 0.9441 -1.223 -0.621 0.071 -0.193
C 1.3221 1.2003 0.7244 2.437 3.231 -0.108 -0.038
C 0.4547 2.1313 -1.3350 0.513 1.158 -0.941 -0.205
C 0.6248 1.0935 -0.4680 -0.301 -2.221 1.016 -0.224
H 1.7697 4.5988 0.4111 0.958 -0.514 0.447 0.229
H 0.6203 4.2159 -1.6520 0.687 -0.057 0.250 0.227
H 2.6803 2.6238 1.7643 -0.326 -0.267 0.281 0.221
H -0.0813 2.0168 -2.2655 -0.147 -0.215 -0.007 0.218
H 1.4557 0.4744 2.7792 0.689 0.766 -0.207 0.237
H 2.5769 -0.3120 1.6264 -0.031 -0.091 0.017 0.239
H 0.2273 0.0839 -0.6758 -0.133 0.585 -0.135 0.161
H 0.7849 -0.5533 1.7410 0.424 -0.510 -0.577 0.160
C -0.4315 -2.4585 -2.0665 0.190 -0.203 -1.218 -0.709
C -2.6706 -1.8741 0.6270 -0.858 0.309 -0.526 0.369
C -1.1295 -2.3783 -0.7722 -2.369 1.112 -1.686 0.282
C -0.6025 -2.4025 0.5259 1.232 -0.166 1.395 0.165
N -2.4281 -2.0127 -0.6852 -0.082 -0.473 0.812 -0.409
N -1.5710 -2.0331 1.4096 1.181 -0.125 -0.572 -0.536
H -3.6298 -1.7075 1.1188 0.138 0.191 -0.540 0.247
H -1.4884 -1.6782 2.3742 0.147 -0.755 -0.641 0.477
H 0.4052 -2.7274 0.6895 0.277 0.198 0.908 0.262
H 0.3112 -1.6632 -2.1626 -0.073 0.246 0.178 0.280
H -1.0033 -2.4981 -3.0173 -0.553 0.638 1.129 0.287
H 0.1455 -3.3400 -2.2273 0.749 -1.011 0.684 0.272
```
Forces are in eV/Å.

## Properties
- 2S+1 = 2
- charge = +1
- LUMO level (alpha / beta) (eV) = -4.0 / -7.9
- relative energy (zero: lowest compared OMol25 entry of this formula, charge and spin) (eV) = 1.286